[1]
{
  "formula": "C57H83N3O3P3SSiTi",
  "method": "ωB97M-V/def2-TZVPD",
  "symbols": ["H", "C", "C", "H", "C", "C", "C", "C", "C", "H", "H", "C", "H", "C", "H", "H", "H", "H", "H", "C", "C", "C", "H", "C", "H", "H", "H", "C", "H", "H", "C", "H", "Si", "H", "H", "H", "H", "H", "C", "C", "N", "H", "H", "H", "C", "C", "H", "N", "C", "H", "C", "C", "H", "C", "H", "H", "C", "H", "H", "C", "H", "H", "C", "H", "H", "C", "H", "C", "H", "C", "H", "H", "H", "H", "H", "C", "C", "P", "H", "S", "C", "H", "H", "H", "H", "H", "C", "C", "H", "H", "H", "H", "C", "C", "H", "Ti", "P", "C", "H", "C", "H", "O", "C", "C", "C", "C", "H", "H", "C", "O", "H", "H", "H", "C", "N", "H", "H", "H", "H", "H", "H", "C", "H", "H", "H", "C", "C", "H", "H", "H", "H", "H", "C", "O", "C", "C", "H", "H", "C", "H", "C", "H", "H", "H", "H", "C", "C", "P", "H", "C", "C", "C"],
  "positions_angstrom": [[4.50102, -5.23973, 1.94841], [4.69447, -2.08685, -1.47950], [2.52391, -0.99146, -1.18834], [2.81808, -3.09621, -1.48216], [-1.79452, 3.72699, -2.12541], [-0.19804, -2.60966, 3.88756], [0.26090, 1.66778, 3.07835], [-3.00902, 3.71673, -1.20434], [-4.25759, 5.02299, 2.93158], [-3.45125, -1.36726, -5.59716], [-2.90814, -2.59789, -2.84074], [0.45309, -5.07299, 0.16639], [-2.59501, 1.99225, 4.63229], [-3.41257, -1.29477, -4.50293], [-0.46452, -1.67614, 3.39368], [-4.00969, 2.97325, 5.05568], [2.75890, 1.34927, 1.91299], [-5.57062, -1.42738, -4.23132], [4.33482, -2.46749, 2.80525], [2.71018, 0.29315, 6.31505], [1.02245, 1.78847, 5.44297], [3.31489, -2.13553, -1.38885], [-4.83962, 5.83099, 2.47514], [2.82822, -0.26985, 5.04288], [5.16046, -2.94803, 1.31698], [-2.39068, 5.90211, 2.32387], [1.92053, 3.72525, 1.69792], [-1.08582, 2.41935, -1.79559], [4.04756, 3.19030, -1.22664], [-4.21095, 4.18164, 2.23884], [1.71533, -2.47505, -5.27115], [-2.85734, 6.30231, 3.97914], [0.57665, -1.05853, -1.41866], [1.68973, 1.79225, 7.46791], [3.55099, 4.20344, 1.20366], [-4.05452, -3.24378, 0.04636], [-2.52222, 4.87277, 5.63685], [5.04893, 2.02517, 2.34968], [-3.83812, -0.61903, -0.55819], [0.36133, -2.99878, -1.11565], [-1.94425, 4.45955, 3.70431], [-2.03742, 3.75593, -3.18679], [-2.53215, -3.44044, 0.94150], [-4.07302, -3.30529, -3.97148], [-2.71744, 2.56726, -0.24335], [-4.75096, -0.73802, -4.00110], [1.27111, 4.12784, -2.04868], [-0.55529, 2.69692, 3.45805], [0.57762, -2.42062, -6.05737], [-1.77129, 0.28975, -6.33760], [3.11965, -3.68145, 1.46123], [-0.51728, -1.73885, -5.56995], [-3.35431, -1.80814, 2.64927], [2.96897, 3.46085, 1.76220], [0.21713, 1.29604, -5.25368], [-4.01788, 1.13956, -6.04884], [-0.50177, -5.11779, -2.01525], [-0.56503, -4.00138, 2.30585], [3.21589, 3.27862, -3.69890], [4.58473, 0.27744, -1.15317], [3.43573, -4.83098, 3.29193], [-1.08164, -2.98160, 4.41888], [0.56993, -1.31031, -3.42212], [3.94138, -1.67031, 1.28264], [-4.71920, -0.59451, -2.91923], [-3.82112, -1.20376, 1.86560], [3.53585, -1.07692, 4.89184], [-3.03496, -2.85362, 0.16534], [-0.53148, -3.26528, -3.05072], [-3.06215, -1.36081, 0.53744], [5.00769, 0.77677, 1.10983], [-3.00181, 2.49396, -6.54442], [2.61510, -2.95734, -5.63769], [2.59311, -2.02432, -3.42347], [2.82938, -5.79925, 1.93285], [-2.09834, 4.02935, 5.08193], [3.23185, 2.05574, 1.23099], [-2.03782, -0.12397, -3.92891], [-4.16073, 0.35393, -0.19401], [-0.59709, 4.46987, 1.37600], [5.33172, -0.85556, -1.42023], [-0.59877, 2.46705, -6.30597], [1.07665, -5.72436, 3.10010], [5.30405, 2.47211, 0.65988], [-0.78879, 2.55062, -4.53739], [-1.40385, -1.69285, -6.19303], [-0.24243, -3.76142, -2.13054], [0.68125, -3.69645, 0.07702], [-3.16674, 4.64259, -0.65815], [5.26626, -2.99590, -1.63871], [-4.72532, -1.18975, -0.86319], [-2.88702, 2.43700, 6.32649], [-1.06614, 3.74569, 2.87438], [1.68625, -1.94361, -3.99605], [-4.98461, 0.22763, -4.45241], [-0.45557, 0.63656, 0.28538], [2.26784, 1.71692, -0.37828], [-1.91836, 0.95411, -5.48390], [-3.79359, -0.15662, 2.17357], [-1.64564, -0.83434, 0.72173], [0.73878, -5.60321, 1.06837], [-3.39278, 2.28834, 0.71982], [1.10098, 1.20593, 4.14689], [0.79386, -4.86434, 3.70794], [3.19732, 0.22267, -0.96552], [3.47363, -4.96327, 2.21066], [-1.11046, 4.54572, -1.89820], [1.63911, -4.57937, 4.33685], [-2.83320, 5.50008, 3.23046], [0.26867, 1.03235, 1.89729], [-3.19090, -0.46654, -1.42172], [-2.49166, -3.00945, -0.76881], [1.96443, 4.59721, -0.50305], [3.02400, 2.98314, -1.55754], [-1.69457, 1.77796, -0.76713], [0.54554, -2.89202, -7.03336], [-0.98185, -5.65165, -2.82894], [-1.10184, 3.82608, 5.47747], [-3.48781, 2.32892, -4.85188], [2.13910, -0.29374, 3.01350], [-0.30645, -6.85518, -0.76235], [-3.17461, -2.68324, -3.89864], [-1.06370, -1.63382, 1.18963], [3.26686, 3.51838, 2.81449], [3.31029, -0.06780, 7.14165], [0.29591, -3.67320, 2.89168], [-0.54115, -1.14552, -4.29730], [6.40526, -0.78221, -1.55785], [-4.77146, 4.70268, 3.84197], [-0.01724, -5.18364, 4.37117], [-3.92815, 3.46079, -1.73966], [-4.86843, -1.51691, 1.75798], [-3.18336, 1.77218, -5.74161], [-0.09550, 2.01986, -2.38954], [-0.13303, -5.78935, -0.86345], [-2.96131, 2.77930, 5.28992], [2.75991, 5.09273, -2.01302], [3.80635, 1.69814, -3.15596], [-0.69908, 1.87532, -5.38891], [-2.35565, -3.19989, -4.39925], [2.05391, 0.16894, 3.98646], [0.57085, -2.39368, 4.62823], [5.09876, 1.22872, -1.10727], [3.16953, -3.91847, 0.39976], [2.07097, 2.00919, -3.23495], [1.79451, 1.33447, 6.48946], [4.73701, 1.80916, 1.32251], [1.39398, -2.84475, 1.55428], [0.32393, 2.59827, 5.59260], [2.21164, 4.28400, -1.51747], [3.03805, 2.45423, -2.99863], [4.20095, -2.62741, 1.73658]],
  "forces_ev_per_angstrom": [[-0.01, -0.01, 0.01], [-0.07, -0.04, -0.11], [-0.04, -0.01, 0.01], [0.03, 0.06, -0.14], [-0.19, -0.02, 0.18], [-0.01, -0.05, -0.23], [0.00, 0.45, 0.49], [0.27, 0.08, -0.04], [0.16, -0.01, 0.04], [0.11, 0.03, 0.02], [-0.09, -0.04, -0.05], [0.04, -0.01, -0.04], [-0.03, -0.03, 0.06], [0.00, 0.05, 0.41], [-0.02, 0.07, 0.00], [0.01, -0.02, 0.02], [-0.05, 0.02, -0.02], [0.03, 0.00, -0.02], [-0.04, 0.03, 0.20], [0.00, -0.02, -0.02], [0.00, 0.06, 0.10], [0.04, 0.00, 0.07], [0.01, -0.03, 0.03], [-0.01, 0.00, -0.02], [-0.02, 0.00, 0.06], [0.03, 0.06, -0.06], [-0.27, 0.15, 0.03], [-0.14, 0.45, -0.47], [0.01, -0.01, 0.03], [-0.07, -0.03, -0.02], [-0.03, -0.05, 0.00], [0.02, 0.00, 0.01], [0.87, -0.79, -0.12], [-0.03, 0.04, -0.01], [-0.02, -0.02, 0.01], [0.04, -0.01, 0.01], [0.01, 0.03, 0.01], [-0.02, 0.03, -0.02], [0.10, -0.05, 0.20], [-0.32, -0.04, 0.22], [-0.18, -0.16, -0.04], [0.04, 0.02, -0.06], [0.02, 0.01, -0.03], [0.00, 0.05, 0.00], [-0.66, -0.33, -0.41], [0.01, 0.08, 0.00], [0.01, 0.03, 0.01], [-0.24, -0.46, -0.73], [-0.01, -0.05, -0.06], [-0.03, -0.06, -0.02], [0.05, 0.31, 0.15], [-0.07, -0.02, 0.07], [-0.01, 0.02, 0.01], [-0.10, 0.00, -0.05], [-0.01, 0.08, 0.06], [0.00, 0.04, 0.01], [0.00, 0.02, -0.08], [-0.02, 0.01, -0.03], [0.00, -0.02, 0.03], [0.02, -0.03, -0.18], [0.03, -0.03, -0.04], [0.04, 0.00, -0.02], [-0.57, 0.52, -0.17], [0.05, 0.03, 0.01], [-0.06, -0.05, -0.15], [0.09, 0.09, -0.01], [0.04, -0.05, -0.11], [0.00, 0.04, 0.05], [0.05, -0.22, 0.15], [-0.04, -0.18, -0.27], [0.07, 0.05, 0.05], [0.00, 0.00, 0.02], [0.01, 0.01, 0.04], [0.03, -0.04, 0.06], [0.05, 0.03, 0.05], [-0.09, -0.19, -0.06], [-0.04, -0.06, -0.13], [-0.09, -0.05, -0.57], [0.00, 0.07, -0.06], [-0.06, -0.26, -0.45], [0.03, 0.04, 0.00], [-0.03, -0.02, 0.01], [0.02, 0.05, 0.10], [0.00, -0.03, 0.03], [0.11, -0.04, -0.12], [0.04, 0.05, 0.00], [0.02, 0.06, -0.02], [-0.19, 0.09, -0.30], [0.02, -0.02, 0.10], [-0.02, 0.00, 0.02], [0.03, 0.00, 0.09], [-0.03, 0.00, -0.01], [0.34, 0.13, 0.35], [0.12, 0.25, 0.07], [-0.04, -0.04, 0.05], [-1.18, -2.47, -0.64], [1.09, 0.26, 0.02], [0.10, 0.16, 0.20], [-0.02, -0.03, 0.01], [0.15, 0.92, -0.50], [-0.07, 0.04, -0.03], [0.17, 0.22, 0.09], [0.08, -0.18, -0.23], [-0.11, -0.06, -0.13], [-0.11, -0.20, -0.04], [-0.07, -0.02, -0.10], [0.03, 0.00, 0.01], [-0.04, -0.05, 0.00], [0.12, -0.12, -0.05], [0.81, 1.09, 2.13], [-0.06, -0.03, -0.02], [-0.01, -0.03, 0.05], [0.01, 0.04, -0.01], [-0.35, 0.01, -0.05], [-0.39, 1.01, 0.19], [0.00, 0.04, -0.02], [-0.01, 0.04, -0.01], [-0.11, 0.11, 0.04], [-0.01, 0.03, 0.02], [0.00, -0.16, -0.05], [0.00, 0.00, 0.02], [0.01, 0.09, -0.04], [0.28, 0.04, 0.53], [0.00, -0.02, -0.06], [0.02, 0.01, -0.01], [0.08, 0.33, 0.09], [0.45, -0.12, 0.06], [-0.01, 0.02, 0.02], [-0.01, 0.00, -0.06], [0.04, 0.01, 0.03], [0.00, -0.02, 0.05], [0.04, -0.03, 0.00], [0.00, -0.09, 0.04], [0.00, -0.04, 0.00], [0.01, -0.07, 0.06], [0.06, 0.11, -0.09], [-0.01, -0.02, -0.01], [-0.01, 0.01, -0.03], [-0.07, -0.11, -0.03], [-0.04, -0.03, 0.03], [-0.05, -0.12, -0.03], [0.09, 0.12, 0.05], [-0.05, -0.03, 0.03], [0.01, 0.00, -0.02], [-0.02, 0.04, -0.07], [0.03, -0.03, -0.04], [-0.05, -0.14, 0.04], [0.14, -0.45, 0.15], [0.10, -0.11, 0.03], [-0.03, -0.08, 0.12], [0.08, 0.01, 0.10], [-0.14, 0.01, -0.10]],
  "mulliken_spin": [0.000, 0.001, -0.006, 0.000, -0.006, -0.008, 0.336, -0.003, 0.005, 0.000, 0.000, -0.001, -0.001, 0.000, 0.015, 0.001, 0.014, 0.000, 0.000, 0.245, 0.198, 0.003, -0.002, -0.170, 0.000, 0.001, -0.001, 0.009, 0.001, 0.000, 0.000, 0.000, 0.006, -0.008, -0.002, 0.000, 0.001, 0.001, 0.002, 0.001, 0.040, 0.000, -0.001, 0.000, -0.015, 0.000, 0.001, 0.033, 0.000, 0.000, -0.003, 0.000, 0.000, -0.016, 0.000, 0.000, 0.000, 0.001, 0.000, -0.003, 0.000, 0.000, -0.004, 0.003, 0.000, -0.001, -0.003, 0.002, -0.001, -0.009, -0.001, 0.000, 0.000, 0.000, 0.000, 0.012, -0.008, 0.002, 0.000, 0.039, 0.000, 0.000, 0.000, 0.000, 0.000, 0.000, 0.001, 0.000, 0.006, 0.000, 0.000, 0.000, 0.007, 0.000, 0.000, 0.026, 0.012, -0.001, 0.001, 0.001, 0.000, 0.004, -0.014, -0.001, 0.000, 0.000, -0.001, 0.000, -0.003, 0.042, 0.000, 0.000, 0.003, 0.009, -0.001, 0.000, 0.000, 0.006, 0.000, 0.121, 0.000, 0.000, -0.006, 0.009, 0.027, -0.009, 0.001, 0.000, 0.000, 0.000, 0.000, 0.000, 0.000, 0.001, 0.000, -0.001, -0.001, 0.000, 0.000, 0.000, 0.119, 0.008, 0.000, 0.000, 0.001, -0.121, 0.003, 0.005, 0.054, -0.003, -0.003, -0.001],
  "spin_multiplicity": 2,
  "e_above_lowest_kj_mol": 118.32,
  "molar_mass_da": 1059.3,
  "total_charge": -2,
  "s_squared": 0.78
}



[2]
{
  "formula": "C4H7NO2S",
  "method": "ωB97M-V/def2-TZVPD",
  "symbols": ["H", "O", "H", "N", "C", "H", "H", "C", "S", "O", "C", "H", "H", "C", "H"],
  "positions_angstrom": [[-4.36199, 0.78766, 0.00383], [1.82246, 0.64060, 0.26663], [3.21948, 2.07568, 0.46328], [1.53266, -1.73503, -0.20326], [-1.26804, -0.09960, -0.59718], [2.34660, -2.26651, -0.45333], [-3.57293, -0.87893, -0.34975], [-3.84058, -0.08091, 0.42540], [-2.19595, 0.70244, 0.64631], [-1.62077, -0.96632, -1.36363], [3.22046, 1.09766, 0.05866], [3.45227, 1.19651, -0.96198], [4.10242, 0.58036, 0.51337], [1.38408, -0.59644, 0.19094], [-4.22017, -0.45718, 1.36073]],
  "forces_ev_per_angstrom": [[-0.69, -0.90, 0.11], [1.29, -0.33, 0.43], [-0.17, 0.92, 0.50], [0.08, -0.13, 0.51], [-0.42, -2.07, -1.18], [0.63, 0.04, -0.23], [-1.10, 0.97, 1.12], [1.46, 0.15, -1.79], [0.48, -0.16, 0.29], [0.81, 1.95, 1.55], [0.47, -0.70, 0.80], [-0.14, -0.15, -1.55], [-1.36, -0.38, 0.08], [-1.19, 0.87, -0.75], [-0.15, -0.08, 0.10]],
  "nbo_charge": [0.229, -0.524, 0.201, -0.737, 0.305, 0.375, 0.256, -0.752, 0.217, -0.537, -0.281, 0.188, 0.192, 0.639, 0.231],
  "e_above_lowest_kj_mol": 590.48,
  "molar_mass_da": 133.2,
  "total_charge": 0
}



[3]
{
  "formula": "C6H8N2",
  "method": "ωB97M-V/def2-TZVPD",
  "symbols": ["N", "H", "C", "H", "C", "C", "C", "H", "H", "C", "H", "C", "H", "N", "H", "H"],
  "positions_angstrom": [[0.05929, -1.24635, 1.81514], [-0.06377, -2.03973, -1.05784], [0.34477, 1.16207, 1.34927], [0.14647, 1.31155, 2.41173], [0.92368, -0.13524, -1.23793], [-1.11747, -0.44520, -0.09380], [-0.02995, -0.25047, 0.95251], [0.86626, -1.11868, 2.43248], [2.44818, 1.12446, -2.35183], [1.76972, 0.49100, -1.82751], [1.41895, 1.26818, 1.17854], [-0.45699, -1.04659, -1.27785], [-2.80817, -0.04298, -0.86740], [-2.29161, 0.06500, 0.01058], [-1.04618, -1.02231, -2.19415], [-0.16319, 1.92528, 0.75803]],
  "forces_ev_per_angstrom": [[1.08, 1.06, -2.99], [-0.34, -0.11, 0.01], [1.09, -0.03, -0.54], [-0.10, -0.06, -0.17], [-2.39, -1.77, -2.63], [-0.95, 1.00, 0.17], [-2.80, -1.53, 4.32], [-0.47, 0.45, 0.40], [0.19, -0.08, 0.27], [-0.12, 0.19, 0.25], [0.00, 0.26, 0.11], [2.77, 1.29, 0.81], [0.02, -0.23, 0.19], [1.56, -0.52, -0.09], [0.49, 0.28, -0.14], [-0.04, -0.20, 0.03]],
  "nbo_charge": [-0.601, 0.260, -0.685, 0.234, -0.052, 0.264, 0.251, 0.330, 0.242, -0.216, 0.232, -0.468, 0.333, -0.598, 0.237, 0.237],
  "e_above_lowest_kj_mol": 399.81,
  "molar_mass_da": 108.1,
  "total_charge": 0,
  "smiles": "[H]/N=C(C)/C(CC#C)=N/[H]"
}



[4]
{
  "formula": "C9H17N2O",
  "method": "ωB97M-V/def2-TZVPD",
  "symbols": ["C", "H", "H", "N", "H", "O", "H", "C", "C", "H", "H", "H", "H", "H", "H", "C", "C", "H", "C", "H", "H", "C", "C", "H", "C", "H", "H", "N", "H"],
  "positions_angstrom": [[3.79609, -0.16732, 0.70918], [-3.31086, 0.86531, -0.37640], [-3.81993, -0.23230, -1.63492], [0.51888, -1.20453, 1.65283], [-1.86159, -1.24992, 1.96981], [0.88539, -2.12811, 2.23663], [-1.95678, -1.81674, -0.84512], [-1.76922, 0.70098, -1.73554], [1.61191, 0.29736, -0.52843], [1.77531, 1.16536, -1.28179], [1.80462, -0.65435, -1.02197], [-1.30079, 1.69200, -0.06479], [-3.34232, -1.68352, 0.27268], [2.87708, 1.70445, 0.93283], [4.48624, 0.05816, 1.56721], [-0.68944, 1.24138, -0.78334], [2.48459, 0.60137, 0.72724], [3.63758, -1.24250, 0.73876], [-0.16566, -0.55567, 0.78732], [4.31613, 0.10625, -0.18155], [2.03758, 0.10893, 1.63547], [-2.46177, -1.18470, -0.08193], [-1.63150, -0.67422, 1.04507], [-1.37056, -0.01742, -2.38505], [-2.86786, 0.04756, -0.96691], [-1.89977, 0.42384, 1.26143], [0.05484, 2.00394, -1.21746], [0.19636, 0.24528, -0.18906], [-2.03455, 1.54912, -2.24219]],
  "forces_ev_per_angstrom": [[0.87, -0.15, 0.57], [-0.02, -0.44, 0.50], [2.37, 0.35, 1.03], [-0.14, 1.82, 0.34], [0.50, 0.48, -0.49], [0.71, -1.74, 0.32], [0.02, -0.19, 1.04], [1.75, -1.49, 1.65], [1.10, 2.12, -0.50], [-0.34, -1.79, 1.11], [0.74, 0.03, 0.09], [-0.26, 1.23, 1.60], [-0.31, -0.26, 0.23], [-1.97, -2.02, -0.55], [-0.90, 0.05, -0.70], [1.09, 0.28, -1.55], [1.34, 0.14, 1.22], [0.01, -0.19, -0.24], [-1.49, -0.41, -1.37], [0.70, -0.14, -0.71], [-0.13, 1.51, -0.51], [-0.01, 1.48, -3.03], [-0.78, 1.00, 2.50], [0.88, -0.82, -1.39], [-3.73, -0.23, -0.45], [0.02, -1.66, 0.05], [-1.69, -1.05, 0.40], [0.95, 0.19, 0.45], [-1.32, 1.90, -1.61]],
  "nbo_charge": [-0.607, 0.200, 0.247, 0.256, 0.264, -0.074, 0.230, -0.417, -0.234, 0.244, 0.225, 0.206, 0.252, 0.258, 0.236, -0.203, -0.433, 0.201, 0.395, 0.215, 0.198, -0.425, -0.427, 0.208, -0.393, 0.253, 0.237, -0.350, 0.236],
  "e_above_lowest_kj_mol": 505.17,
  "molar_mass_da": 169.2,
  "total_charge": 1,
  "smiles": "CCC[N+]1=C(N=O)CCCCC1"
}